1.
This record from the Open Molecules 2025 dataset describes a structure of composition C2H8N2O2 at a distorted geometry. The level of theory is ωB97M-V/def2-TZVPD.

Each line ends with the natural charge from an NBO analysis.
Element x y z (Å)
C 1.7351 -0.0078 0.2705  -0.72
C 0.4004 -0.2539 -0.3718  0.75
O -0.4189 -1.2888 1.2677  -1.04
O 0.1870 -0.8336 -1.4098  -0.61
H -0.6527 -2.0859 0.7787  0.47
H 2.2364 0.8269 -0.2279  0.23
H 1.6274 0.2097 1.3298  0.24
H 2.3461 -0.9005 0.1578  0.25
N -0.6962 0.7381 0.1110  -0.54
N -1.7337 1.0030 -0.8283  -0.63
H -1.3382 0.9513 -1.7693  0.36
H -2.3643 0.2064 -0.7838  0.36
H -1.0124 -0.1790 1.0185  0.50
H -0.3159 1.6140 0.4570  0.39

As for the frontier orbital gap: 10.63 eV. The calculation puts the LUMO energy at 0.0280 Eh. The energy is -340.9163 Ha. As for the energy above the lowest of the compared OMol25 structures with the same formula, charge and spin: 3.106 eV. The strongest force on any atom is 2.18 eV Å⁻¹.

2.
This record from the Open Molecules 2025 dataset describes a cluster of 2 separate species, C2H8N2O2 in total at a distorted geometry. The level of theory is ωB97M-V/def2-TZVPD.

Each line ends with the natural charge from an NBO analysis.
Element x y z (Å)
N -0.6506 -0.4040 0.9101  -0.84
C -0.0004 -0.6245 2.2919  -0.07
N 1.3318 -1.2231 2.3772  -0.84
H -0.1313 -1.1926 0.4255  0.34
H -1.6151 -0.8342 1.0736  0.35
H 0.3072 0.2247 2.8514  0.19
H -0.7530 -1.2155 2.8822  0.16
H 1.3440 -2.2034 2.3803  0.35
H 1.8940 -0.9238 1.5466  0.35
O -0.3965 3.2027 -3.8302  -0.51
C -0.1876 2.1158 -3.3191  0.64
O -0.6232 0.8776 -3.9483  -0.73
H 0.4647 1.8875 -2.4234  0.12
H -0.9840 0.3128 -3.2177  0.48

As for the frontier orbital gap: 10.47 eV. As for the SMILES: O=CO.NCN. The calculation puts the LUMO energy at 0.0181 Eh. The energy is -340.9361 Ha. As for the energy above the lowest of the compared OMol25 structures with the same formula, charge and spin: 2.567 eV. The strongest force on any atom is 3.48 eV Å⁻¹.

3.
This record from the Open Molecules 2025 dataset describes a cluster of 2 separate species, C2H8N2O2 in total. The level of theory is ωB97M-V/def2-TZVPD.

Each line ends with the natural charge from an NBO analysis.
Element x y z (Å)
C -1.1530 -1.2186 1.7675  0.51
N -2.0746 -0.2336 1.6278  -0.83
O -0.7703 -1.9229 0.8632  -0.60
H -0.7829 -1.3351 2.7992  0.11
H -2.2413 0.4206 2.3726  0.40
H -2.4091 -0.0107 0.7011  0.41
N 1.6908 0.6493 -2.3256  -0.83
C 1.2140 0.1609 -1.0718  0.08
O 0.4525 1.1623 -0.3823  -0.75
H 0.9349 1.0051 -2.8943  0.36
H 2.3644 1.3881 -2.1726  0.36
H 0.5909 -0.7178 -1.2467  0.17
H 2.0774 -0.1230 -0.4671  0.15
H 0.1062 0.7756 0.4291  0.46

As for the frontier orbital gap: 10.50 eV. As for the SMILES: NC=O.NCO. The calculation puts the LUMO energy at 0.0269 Eh. The energy is -340.9959 Ha. As for the energy above the lowest of the compared OMol25 structures with the same formula, charge and spin: 0.940 eV. The strongest force on any atom is 0.26 eV Å⁻¹.

4.
This record from the Open Molecules 2025 dataset describes a cluster of 2 separate species, C2H8N2O2P in total. The level of theory is ωB97M-V/def2-TZVPD.

Each line ends with the natural charge from an NBO analysis.
Element x y z (Å)
C 0.7297 1.6919 0.6499  -1.04
C -0.1214 -0.5020 -1.0550  -0.13
N -1.2110 -1.6075 0.7124  -0.70
N -0.8763 -1.4728 -0.6364  -0.35
O 2.4113 0.2372 -1.0111  -1.15
O 1.4682 -0.9390 1.0770  -1.18
P 1.3155 0.0805 -0.0175  2.14
H 1.5782 2.3735 0.6892  0.22
H -0.0372 2.0770 -0.0135  0.27
H 0.3149 1.5564 1.6436  0.22
H -0.0018 -0.3772 -2.1218  0.21
H -1.9548 1.0801 -0.8174  -0.65
H -0.3105 -1.4821 1.2097  0.41
H -1.7721 -0.7771 0.9506  0.35
H -1.5326 -1.9389 -1.2596  0.37

As for the total charge: -1. As for the frontier orbital gap (alpha / beta): 7.10 / 7.10 eV. The calculation puts the LUMO energy (alpha / beta) at 0.1432 / 0.1432 Eh. The energy is -682.3281 Ha. As for the energy above the lowest of the compared OMol25 structures with the same formula, charge and spin: 3.828 eV. The strongest force on any atom is 0.92 eV Å⁻¹.

5.
This record from the Open Molecules 2025 dataset describes a cluster of 2 separate species, C2H8N2O2S in total at a distorted geometry. The level of theory is ωB97M-V/def2-TZVPD.

Each line ends with the natural charge from an NBO analysis.
Element x y z (Å)
C -1.6362 -0.3174 0.5367  -0.44
C 2.3521 1.5610 -0.0479  -0.27
N -1.1042 -1.1429 -0.5210  -0.35
N -0.4290 -2.2537 -0.3528  -0.47
O 3.3491 -1.0332 -0.5049  -0.84
O 1.5649 0.5128 0.4564  -0.72
S 2.2963 -1.0176 0.5052  1.23
H -0.8547 0.3202 0.9666  0.21
H -2.4320 0.3090 0.1382  0.21
H -2.0381 -0.9571 1.3224  0.20
H 3.1606 1.1573 -0.6670  0.21
H 2.7838 2.1410 0.7747  0.18
H 1.7154 2.2033 -0.6573  0.19
H -0.8948 -0.6776 -1.3963  0.37
H -0.5358 -2.5947 0.6037  0.30

As for the frontier orbital gap (alpha / beta): 9.13 / 6.70 eV. The calculation puts the LUMO energy (alpha / beta) at 0.0325 / -0.0172 Eh. The energy is -739.0472 Ha. As for the energy above the lowest of the compared OMol25 structures with the same formula, charge and spin: 2.604 eV. The strongest force on any atom is 1.66 eV Å⁻¹.

6.
This record from the Open Molecules 2025 dataset describes a cluster of 2 separate species, C2H8N2PS in total at a distorted geometry. The level of theory is ωB97M-V/def2-TZVPD.

Each line ends with the natural charge from an NBO analysis.
Element x y z (Å)
C -0.5822 0.7825 0.0982  0.15
C -2.1550 -1.3849 -0.3629  -0.69
N 1.1446 -0.7226 -0.1997  -0.95
N -0.0485 2.0024 0.1069  -0.79
P 2.5296 -0.0400 -0.0169  0.88
S -2.1901 0.4459 -0.2051  0.43
H -1.6926 -1.6826 0.5728  0.23
H -1.5498 -1.7741 -1.2215  0.26
H -3.1589 -1.6281 -0.4339  0.25
H 0.8376 -1.3171 0.5222  0.40
H 0.9955 2.1919 0.1560  0.42
H -0.5137 2.8651 -0.3795  0.43
H 3.3373 0.5434 1.0281  0.02
H 2.3689 1.2426 -0.8247  -0.02

As for the total charge: +1. As for the frontier orbital gap (alpha / beta): 7.60 / 7.08 eV. The calculation puts the LUMO energy (alpha / beta) at -0.2054 / -0.2107 Eh. The energy is -929.6309 Ha. As for the energy above the lowest of the compared OMol25 structures with the same formula, charge and spin: 4.834 eV. The strongest force on any atom is 4.80 eV Å⁻¹.

7.
This record from the Open Molecules 2025 dataset describes a cluster of 2 separate species, C2H8N2S in total at a distorted geometry. The level of theory is ωB97M-V/def2-TZVPD.

Each line ends with the natural charge from an NBO analysis.
Element x y z (Å)
C -0.3687 -0.5847 -2.1337  -0.75
S 1.3528 -0.3092 -1.5071  -0.07
H -0.3995 -1.7097 -2.2746  0.21
H -0.4658 -0.2265 -3.1567  0.24
H -1.1157 -0.4848 -1.2934  0.24
N -0.2981 1.3538 1.3626  -0.89
C -0.2991 -0.0461 1.8834  0.25
N 0.8863 -0.4885 2.3056  -0.64
H 0.2702 1.6046 0.5745  0.39
H -0.9263 2.0778 1.5475  0.38
H -1.2443 -0.3886 2.2965  0.16
H 0.7413 -1.1942 3.0402  0.34
H 1.8669 0.3961 -2.6448  0.14

As for the frontier orbital gap: 9.70 eV. As for the SMILES: [H]/N=C/N.CS. The calculation puts the LUMO energy at 0.0293 Eh. The energy is -588.6172 Ha. As for the energy above the lowest of the compared OMol25 structures with the same formula, charge and spin: 1.704 eV. The strongest force on any atom is 5.56 eV Å⁻¹.

8.
This record from the Open Molecules 2025 dataset describes a cluster of 2 separate species, C2H8N2S in total at a distorted geometry. The level of theory is ωB97M-V/def2-TZVPD.

Each line ends with the natural charge from an NBO analysis.
Element x y z (Å)
C -3.9606 -0.0990 1.5736  -0.70
S -2.3108 -1.1576 1.2012  -0.14
H -3.5572 0.9564 1.7673  0.25
H -4.5854 -0.3962 0.5954  0.23
H -4.4839 -0.7457 2.3612  0.23
N 3.0791 -0.0452 -2.2571  -0.85
C 3.3252 0.6660 -1.0617  0.36
N 2.9771 1.8422 -0.7719  -0.80
H 2.1104 -0.0989 -2.5773  0.42
H 3.8805 -0.6624 -2.3480  0.39
H 4.0225 0.1391 -0.4387  0.10
H -2.8936 -2.2245 1.8454  0.13
H 2.3966 1.8259 0.1105  0.38

As for the frontier orbital gap: 9.11 eV. As for the SMILES: [H]/N=C/N.CS. The calculation puts the LUMO energy at 0.0269 Eh. The energy is -588.5848 Ha. As for the energy above the lowest of the compared OMol25 structures with the same formula, charge and spin: 2.586 eV. The strongest force on any atom is 3.72 eV Å⁻¹.

9.
This record from the Open Molecules 2025 dataset describes the molecule C2H8N2S at a distorted geometry. The level of theory is ωB97M-V/def2-TZVPD.

Each line ends with the natural charge from an NBO analysis.
Element x y z (Å)
C -1.9622 -0.5418 -0.3621  -0.42
C 1.3252 0.9812 0.0998  -0.35
N -0.5785 -0.6694 0.1072  -0.48
N 0.2977 0.3151 -0.6872  -0.50
S 2.7451 -0.1672 0.4409  -0.12
H -2.4374 0.4536 -0.2761  0.18
H -2.1082 -0.8543 -1.4056  0.20
H -2.6452 -1.3046 0.2471  0.20
H 0.9026 1.4127 1.1297  0.23
H 1.7559 1.6411 -0.7057  0.24
H -0.5526 -0.2672 1.1094  0.33
H 0.7208 -0.2713 -1.3875  0.36
H 2.5367 -0.7278 1.6900  0.14

As for the frontier orbital gap: 9.42 eV. As for the SMILES: CNNCS. The calculation puts the LUMO energy at 0.0322 Eh. The energy is -588.6088 Ha. As for the energy above the lowest of the compared OMol25 structures with the same formula, charge and spin: 1.934 eV. The strongest force on any atom is 2.91 eV Å⁻¹.